No. 1
DFT (ωB97M-V/def2-TZVPD) results for C40H45N6O2Re as an isolated structure at a distorted geometry.

Geometry as XYZ:
```
94
Properties=species:S:1:pos:R:3:mulliken_spin:R:1
H 5.6665 3.5275 1.2768 0.00
C -5.1926 0.1264 0.0089 0.01
C -3.2796 -4.3263 -0.6433 0.00
C -2.3526 0.5746 -2.4024 0.00
H -0.9870 4.8257 -0.1003 0.00
H 1.4968 -0.6943 2.2608 0.01
C 1.1540 2.5163 1.4038 -0.01
C -0.2770 -0.3867 3.4054 0.02
C -2.8406 -3.7128 -1.8014 0.00
C 1.1370 2.8228 2.9446 0.00
C 4.8788 2.8958 0.9000 0.00
H -1.9448 2.8864 -1.1127 0.00
H 4.2342 -2.0994 -0.5942 0.00
Re -0.2465 0.3409 -0.2371 0.84
C -0.8590 0.9738 -4.6396 0.00
C 2.3447 -1.1741 -0.1915 0.00
H -6.2690 0.0707 0.0276 0.00
H 1.3497 3.8927 -0.3023 0.00
H -2.6812 1.5207 -5.6342 0.00
H -5.0698 0.3988 -2.0974 0.00
C 5.1236 2.0145 -0.1322 0.00
C -4.5133 0.3178 -1.1805 0.00
N 1.9595 0.0826 -0.2038 0.00
N -1.0057 0.3996 -2.3207 0.02
C 2.8774 1.1254 0.0377 -0.01
H 5.3785 -0.1360 -1.8026 0.00
H 0.1098 2.6540 3.2917 0.00
N -0.9622 2.8538 -0.8520 -0.01
O 1.5616 4.1234 3.1947 0.00
C -2.2193 1.1888 -4.7188 0.00
H 0.0081 -2.5081 1.8993 -0.01
H -1.1357 -3.6420 2.6515 0.00
H 1.3438 4.3932 4.0937 0.00
C -0.7172 3.8152 0.2247 0.01
C 1.1643 -0.7594 3.2931 -0.01
H -4.1706 -4.9321 -0.6512 0.00
H -1.3446 3.5464 1.0763 0.00
C -1.6889 -2.9259 -1.8126 0.00
H 1.3224 -1.7707 3.6614 0.00
H 0.9804 4.6750 1.2296 0.00
C -1.1384 -2.5036 -3.1379 0.00
C -3.1224 0.3763 -1.1730 -0.01
N -2.4072 0.2733 -0.0323 -0.01
H -3.9339 0.6556 3.6633 0.00
C -0.2754 0.5973 -3.4308 0.01
H 4.2849 -0.8417 0.6469 0.00
C -2.9082 0.3369 3.6007 -0.01
C 0.7517 3.8129 0.6059 -0.01
H 3.6568 -0.2700 -2.1811 0.00
C -2.1453 0.2704 4.7545 0.00
H 1.6629 1.2439 -3.9913 0.00
H -3.3745 -3.8592 -2.7270 0.00
H -0.9176 -3.4023 -3.7176 0.00
H -4.9621 -0.1821 2.1024 0.00
H 2.4138 -3.6295 -1.5738 0.00
H -2.8037 -4.7481 1.3979 0.00
H 0.8442 -4.1897 -0.9784 0.00
H -0.2185 -1.9358 -3.0340 0.00
C -3.0648 0.0975 1.1275 0.02
H 4.5793 1.1555 -2.6590 0.00
C -2.5245 -4.2046 0.5079 0.00
H 1.4852 -0.4924 -3.9158 0.00
C 1.3196 -2.1680 -0.4847 0.02
C 3.5843 3.0239 1.3757 0.00
N -1.0221 -0.3298 2.3116 -0.01
H -1.8693 -1.9296 -3.7061 0.00
H -0.2023 -0.1714 5.5430 0.00
C -4.4569 -0.0013 1.1698 -0.01
H 1.7697 -0.0965 3.9056 0.00
H -0.4105 3.1210 -1.6666 0.00
H 6.0965 1.9927 -0.5974 0.00
H -0.2267 1.1165 -5.4998 0.00
H -4.0354 1.1456 -3.6043 0.00
C 3.6877 -1.6491 0.2329 0.00
C -0.5329 -3.4369 1.7706 0.01
H 2.2228 -4.0285 0.1109 0.00
H 3.3513 3.8065 2.0797 0.00
H -2.5839 0.5072 5.7112 0.00
C 4.4407 0.4114 -1.8709 0.00
C -1.3802 -3.4126 0.5438 0.00
C 1.7113 -3.5796 -0.7401 0.00
C 2.5804 2.1733 0.9411 0.01
N 0.0758 -1.7501 -0.5386 0.01
H 3.5709 -2.4169 0.9958 0.00
C -0.8198 -0.1002 4.6617 0.00
O 0.2656 1.5222 1.1766 0.05
H 0.1856 -4.2546 1.6853 0.00
C 1.2056 0.4382 -3.4211 -0.02
C 4.1411 1.1556 -0.6080 0.01
C -1.0036 -2.6893 -0.6091 0.02
H 1.6026 0.4468 -2.4125 0.01
H 1.7948 2.0935 3.4378 0.00
C -2.3068 0.0226 2.3816 0.03
C -2.9736 0.9797 -3.5777 0.00
```

Values from the calculation:
orbital gap (alpha / beta) = 6.112 / 6.130 eV
HOMO energy (alpha / beta) = -16.3 / -16.3 eV
spin multiplicity = 2
lowest unoccupied orbital energy (alpha / beta) = -10.18 / -10.16 eV
total charge = +3
DFT total energy = -2107.70477 Ha


No. 2
DFT (ωB97M-V/def2-TZVPD) results for a 13-piece molecular cluster, C40H46BCl48F6N3O5 overall at a distorted geometry.

Geometry as XYZ:
```
149
Properties=species:S:1:pos:R:3:lowdin_charge:R:1
C -6.3051 -1.4477 0.5078 -0.10
C -8.5178 -4.7019 0.9021 -2.05
H 0.6189 -0.9988 -2.0641 0.07
H 2.6529 -3.3482 -2.3594 0.06
Cl -1.4681 -7.2463 -5.2405 0.47
C -2.3320 -2.6016 5.4727 -2.02
H -3.4433 1.6405 1.6981 0.09
Cl -9.7055 -3.4828 0.4342 0.54
Cl 11.5004 3.3698 1.6924 0.53
C -4.6539 0.0239 1.2452 -0.43
Cl -3.8737 -1.7914 5.7635 0.54
Cl -1.7872 -8.8421 7.1701 0.53
C 3.6219 0.4873 -0.2155 -0.10
N 2.5205 7.9400 0.1673 0.00
Cl -0.9441 -8.9736 -7.4945 0.52
Cl 11.9094 2.3103 -0.9583 0.53
H 2.1812 -1.7861 -0.9562 0.08
Cl -5.1977 -5.5353 -4.0377 0.55
Cl 0.8648 -7.7075 7.2454 0.53
H 1.0722 -0.4153 -3.7601 0.13
H 3.2364 0.1325 -4.5048 0.07
H 2.6070 -0.9084 1.5997 0.11
H -6.5175 -2.3335 -0.0829 0.00
Cl 0.4796 -9.3626 -5.0157 0.52
Cl -3.0924 7.3483 1.3957 0.53
H -0.2164 -3.4844 -0.8668 0.10
C 1.1809 4.5581 1.2798 -0.23
F -1.4574 0.3098 -3.6245 0.06
Cl -7.1533 -4.6491 -0.2169 0.54
H 2.4200 2.1711 3.5762 0.04
C -3.3370 1.3818 -0.4077 -0.19
H -6.7546 -0.6085 0.0013 0.09
Cl -6.1364 -1.3577 -6.0810 0.54
H -2.2651 -0.7884 -1.6388 0.10
C -0.7267 1.5571 -7.7373 -2.00
Cl 4.0783 4.0784 3.5873 0.57
C 1.1036 5.9140 0.5600 -0.20
H -2.4651 0.2989 1.2648 0.11
H 2.0426 -3.0383 0.3356 0.11
C 2.5802 0.9154 -4.2044 -0.15
Cl 6.5717 5.1382 4.5827 0.54
Cl -3.1960 4.4835 1.1182 0.62
O 2.6970 1.2459 3.5442 0.11
Cl -3.6827 -2.7679 -6.6438 0.49
O -5.5110 0.5067 1.9668 0.10
H 0.4228 6.5152 1.1495 0.11
C -0.8592 -7.3625 7.4333 -2.04
C 2.5090 6.5218 0.5391 -0.29
H -0.8450 4.3004 0.7572 0.02
H 2.9040 6.3880 1.5398 0.10
C 10.7144 2.6177 0.3033 -2.06
H -0.1475 1.2121 0.5343 0.14
O -2.0788 1.8467 -0.8358 -0.07
Cl -7.9454 -4.3695 2.5405 0.53
C -1.0656 -8.8914 -5.7337 -2.04
Cl -5.5998 5.9598 1.7227 0.54
Cl -2.9097 -6.5844 -2.6318 0.51
Cl 5.3180 0.8320 -3.5947 0.68
F 3.7894 4.8194 -3.8356 0.17
H 1.8668 8.0561 -0.5934 0.06
B 1.6743 0.5833 2.8733 -0.67
C 0.0096 3.6487 0.8924 -0.19
Cl -2.3464 -6.8067 14.6410 0.53
H 4.0021 2.5018 -4.5863 0.07
H 2.1452 4.0868 1.1065 0.08
C 4.7057 1.2167 0.5470 -0.21
Cl -2.6435 -4.1518 4.6426 0.48
C -0.9140 1.2851 -2.8574 -0.39
C 7.0292 0.5644 -3.2206 -2.00
H -0.6852 -2.0524 -2.4869 0.11
C 5.8225 3.7784 3.7456 -2.03
Cl 6.4888 3.6107 2.1309 0.57
Cl -3.8132 -3.9028 -2.1055 0.49
C 2.4931 4.5975 -3.9634 -0.59
H 3.7503 -0.5815 -0.1336 0.10
H 2.2580 1.8779 0.7556 0.13
O 1.3556 0.7915 -0.7513 -0.06
N -4.8441 -1.2606 0.6197 -0.13
H -3.9322 -3.1403 0.9762 0.07
Cl 0.3520 2.4382 -8.8245 0.54
H 1.3559 3.1610 -0.6787 0.12
Cl -9.2604 -6.3020 0.8517 0.53
Cl -2.3309 -9.9941 -5.1797 0.52
C -1.3454 -0.5137 -1.1423 -0.08
C 1.3536 0.6211 -3.7756 -0.10
H 2.6370 -4.4977 -1.2076 0.06
C 2.1390 3.1412 -3.9047 -0.11
C 0.1422 1.4581 -0.4900 -0.22
H -3.8812 0.7442 -1.0982 0.13
O 0.4378 0.4961 3.4530 0.10
H -0.1080 -2.2763 0.3639 0.09
Cl -2.3123 2.3607 -7.7014 0.50
H 0.2332 3.6117 -3.1807 0.13
Cl -3.6690 0.1062 -6.4043 0.50
H 0.3273 1.2100 4.0896 0.11
C 0.2125 -2.5215 -0.6471 -0.18
H 5.6061 0.6147 0.5084 0.11
H -6.7789 -1.6115 1.4716 0.07
H -1.5134 -0.7707 -0.1064 0.10
Cl -3.2843 -8.2044 12.2994 0.52
Cl 9.9731 1.0923 0.7976 0.52
C 3.0364 2.1966 -4.2647 -0.09
H -3.3512 -1.8362 1.9413 0.06
H 0.7471 5.7658 -0.4536 0.10
F 1.8601 5.2638 -2.9781 0.13
Cl -2.5648 -4.5138 -4.6292 0.45
H 0.9234 -0.5765 1.2264 0.10
Cl -3.5316 5.6883 3.7140 0.53
Cl -4.5567 -5.7507 13.1206 0.53
Cl -1.3222 -1.5948 4.4355 0.58
Cl -1.5123 -2.8525 7.0097 0.53
H -4.9074 -2.5074 2.3570 0.08
H 4.3933 1.3590 1.5740 0.10
Cl 7.9448 0.3737 -4.7180 0.55
H 3.6348 0.7454 -1.2675 0.10
H -0.1697 2.9360 1.6927 0.11
Cl -1.1646 -6.7599 9.0662 0.49
Cl 9.4654 3.6978 -0.3216 0.49
Cl -1.8932 -5.6972 12.0189 0.49
C -3.3872 0.8104 1.0121 -0.07
C -4.3923 -1.3869 -5.7973 -2.00
Cl -4.0852 -1.5477 -4.0622 0.51
F 4.8714 2.4459 -0.0710 -0.09
C -1.0617 0.9670 -1.3181 -0.26
C -3.8583 5.8705 1.9875 -2.04
C 1.8739 -0.1179 1.4786 0.00
C 1.7350 -2.7239 -0.6532 -0.26
N 2.0857 -3.7751 -1.6415 0.01
H -3.9502 2.2741 -0.3660 0.10
F 2.0527 5.1617 -5.0882 0.16
H 1.1262 4.7760 2.3460 0.10
Cl 7.1954 -0.8971 -2.2363 0.53
C 2.2425 0.8695 0.3419 -0.30
H 3.1128 5.9257 -0.1375 0.11
C 0.4827 1.5668 -3.3660 -0.22
C -3.6212 -5.1392 -3.3520 -2.01
Cl -0.0642 1.5443 -6.1052 0.73
Cl 7.6385 1.9500 -2.3164 0.52
F -1.6478 2.3785 -3.1689 0.11
H -0.2525 3.4815 -1.2547 0.11
Cl 6.1007 2.2975 4.6633 0.55
H 2.1681 8.4483 0.9649 0.06
C 0.9066 2.8305 -3.4637 -0.03
Cl -0.8968 -0.1032 -8.3176 0.52
C -4.2557 -2.2640 1.5212 -0.07
C 0.3024 2.9954 -0.4707 -0.09
C -0.2630 -1.4757 -1.6747 -0.15
C -3.0218 -6.6158 13.0219 -2.06
Cl -1.3520 -6.1369 6.2593 0.46
```

Values from the calculation:
orbital gap = 9.018 eV
HOMO energy = -9.1 eV
lowest unoccupied orbital energy = -0.12 eV
DFT total energy = -24805.37048 Ha


No. 3
DFT (ωB97M-V/def2-TZVPD) results for C40H47ClGdN11O3S2 as an isolated structure at a distorted geometry.

Geometry as XYZ:
```
105
Properties=species:S:1:pos:R:3:mulliken_spin:R:1
C 0.3181 1.4406 2.5220 -0.01
H 1.9263 -2.4418 -4.3190 0.00
H -2.1903 -0.4449 3.5604 0.00
C -0.8753 -2.2433 -2.7723 -0.01
O -2.1910 1.4692 -1.9059 0.01
C 2.4055 2.0475 -4.0108 0.23
C 4.5522 3.1253 -0.0613 0.00
H 3.1619 3.8600 -2.3314 0.00
H -1.0370 5.8469 2.4484 0.00
N -0.8040 -3.5819 -3.0161 -0.01
N 1.3856 1.9206 -0.0189 0.00
H 0.9744 -0.1607 -4.5708 0.01
H 2.9548 3.3613 -5.6028 0.00
H 0.8633 -4.8258 -3.2825 0.00
C -2.8910 -0.6724 2.7595 0.00
C -3.0505 -1.9684 -1.7935 0.00
C -2.0245 3.2647 0.5051 0.00
H -2.6120 5.3333 0.5783 0.00
C 4.9998 1.0074 -4.2924 -0.10
Cl 1.3216 -5.5829 4.3249 0.00
H 2.9636 4.1496 1.9605 0.00
N 0.3073 -1.6123 -3.2296 0.01
N -1.4113 2.2041 -2.5641 0.00
C -1.7600 -4.6421 -2.8512 0.00
O -0.7259 -1.9064 0.2818 -0.11
H -4.3918 1.0894 3.8031 0.00
C 0.0729 -0.7376 -4.3754 -0.01
H 1.8881 -2.8015 -2.5803 0.01
C 0.5350 4.0174 3.6680 0.00
S 2.1857 -1.3753 -0.2558 0.65
Gd -0.4239 0.1575 -0.6594 4.98
C 3.2734 2.5499 -4.9618 -0.11
N -4.8548 1.2915 0.6547 0.00
C 4.1391 0.5098 -3.3335 0.19
H 0.6245 -0.6480 3.8002 -0.01
C -3.7593 0.4639 0.7962 0.00
N 2.0869 0.4034 -2.2040 0.29
C 0.0963 -4.9551 1.9981 0.02
C 3.1729 3.7876 -0.1648 0.00
N 0.1186 0.1868 1.9825 0.00
H 5.9922 0.5976 -4.3951 -0.01
C 0.4215 -3.9226 -3.7089 0.00
H -4.4377 1.8428 -1.3117 0.00
H -1.2442 -5.5236 -2.4642 0.00
O -0.1984 2.0533 -2.2936 0.01
H 2.0429 4.9952 -1.5706 0.00
C 2.7714 -0.4961 -1.5500 0.46
N -3.2893 0.5437 2.0957 0.00
H 1.9378 5.1792 0.9525 0.00
H 0.2223 -4.1056 -4.7749 0.00
N -1.2778 2.2819 0.9507 0.01
H 0.5826 4.9926 4.1308 0.00
H -2.4074 -1.3097 2.0239 0.00
H -6.1680 1.4290 2.2818 0.00
C -5.2191 1.9712 -0.5655 0.00
C 0.2541 -2.2014 2.4345 0.02
H 1.4148 2.4488 -3.8705 0.02
C -5.2270 1.8726 1.9307 0.00
C 2.1759 2.7451 -0.1043 0.00
N -3.2079 -0.3381 -0.0329 0.00
C 2.9201 4.7161 1.0323 0.00
H -2.2065 -4.9082 -3.8167 0.00
C 0.6707 -4.4595 3.1757 0.00
H 4.7189 2.4580 -0.9040 0.00
C -3.8555 -0.7844 -1.2473 0.00
H -2.6729 3.0388 -0.3292 0.00
H -0.7375 -0.0513 -4.1309 -0.01
H -6.1661 1.5859 -0.9574 0.00
C 2.8240 1.0053 -3.1817 -0.03
H -5.3335 3.0412 -0.3673 0.00
H -2.5485 -4.3728 -2.1614 0.00
C -0.3003 -2.6747 1.1912 0.03
H 5.2152 2.4359 -5.8638 0.03
C -0.3771 -4.0957 1.0523 0.04
C 1.2516 1.7232 3.5110 0.00
C -1.9921 4.5686 1.0211 0.00
C 3.0278 4.5398 -1.4927 0.01
H -4.8809 -1.1201 -1.0320 0.00
H -3.6107 -2.4275 -2.6200 0.00
S 4.4362 -0.7327 -2.1497 0.12
C 1.3440 2.9928 4.0825 0.00
H 3.7814 5.3214 -1.5536 0.00
H 4.6303 2.5511 0.8593 0.00
C 4.5562 2.0323 -5.1097 0.26
H 3.6765 5.4967 1.0631 0.00
H -5.3681 2.9540 1.8518 0.00
H 2.0709 3.1658 4.8617 0.00
C -0.4682 2.5201 2.0071 -0.01
H -3.4330 2.3849 3.0746 0.00
H -3.8985 -0.0223 -2.0318 0.00
H 1.9315 0.9551 3.8488 0.00
H -2.9237 -2.6870 -0.9757 0.00
H -0.1946 -1.3064 -5.2772 0.00
H -3.7577 -1.1939 3.1889 0.00
H 5.3246 3.8905 -0.0613 0.00
C 1.2764 -2.6791 -3.4784 0.02
C -4.0566 1.5108 2.8532 0.00
N -1.7635 -1.4896 -2.2475 0.01
C 0.7206 -3.1150 3.4026 0.01
H 1.1440 -2.7353 4.3227 0.00
C 0.3556 -0.8310 2.7535 -0.03
C -0.3586 3.8079 2.6006 0.00
H -0.8051 -4.4748 0.1380 0.00
C -1.1403 4.8456 2.0540 0.00
H 0.0406 -6.0235 1.8544 0.00
```

Values from the calculation:
orbital gap (alpha / beta) = 2.995 / 5.645 eV
HOMO energy (alpha / beta) = -3.4 / -7.3 eV
spin multiplicity = 8
lowest unoccupied orbital energy (alpha / beta) = -0.45 / -1.63 eV
DFT total energy = -4402.61412 Ha


Which formula does entry 3 have?
C40H47ClGdN11O3S2


Among the records above, which one has the highest DFT total energy?
C40H45N6O2Re


What is the DFT total energy in the third record?
-4402.61412 Ha


The highest DFT total energy belongs to which entry?
C40H45N6O2Re